The following is a DFT calculation (ωB97M-V with the def2-TZVPD basis set) of C3F4O2 in the gas phase in a non-equilibrium geometry.

Output
- Structure (SMILES): O=C(F)C(=O)C(F)(F)F
- Energy above the lowest of the compared OMol25 structures with the same formula, charge and spin: 0.0 kJ/mol

Geometry as XYZ:
```
9
Properties=species:S:1:pos:R:3:forces:R:3:mulliken_charge:R:1
O -1.821 -1.599 -0.619 -0.20 -0.10 -0.18 -0.372
C -1.495 -0.567 -0.181 1.63 1.02 0.29 0.448
F -2.133 0.085 0.808 -0.12 -0.17 -0.15 -0.193
C -0.199 0.306 -0.549 -0.05 -0.67 1.25 0.347
O -0.165 1.043 -1.472 -0.33 -0.04 -0.23 -0.386
C 1.152 0.209 0.372 -0.89 -1.09 -1.62 0.828
F 1.497 -1.112 0.553 -0.83 1.38 0.82 -0.242
F 2.089 0.699 -0.397 0.83 0.64 -0.11 -0.223
F 1.075 0.935 1.486 -0.05 -0.96 -0.07 -0.207
```
Positions in Å, forces in eV/Å.


The following is a DFT calculation (ωB97M-V with the def2-TZVPD basis set) of a molecular structure, C15H17ClN2O4 in a non-equilibrium geometry.

Output
- Energy above the lowest of the compared OMol25 structures with the same formula, charge and spin: 1243.6 kJ/mol

Geometry as XYZ:
```
39
Properties=species:S:1:pos:R:3:forces:R:3:mulliken_charge:R:1
O -2.143 1.688 0.102 -0.16 1.46 -2.27 -0.614
C -1.867 0.802 0.835 -0.48 -2.31 5.36 0.753
N -1.072 0.879 1.942 2.26 7.34 -2.39 -0.318
H -0.860 0.216 2.582 0.39 -2.81 1.79 0.305
C 0.162 2.136 1.924 -4.29 -2.36 5.56 -0.860
H -0.379 2.931 1.414 0.83 -0.26 -1.03 0.350
H 0.058 2.579 3.102 0.87 -1.51 -2.98 0.219
C 1.403 1.344 1.459 -1.90 1.63 0.96 0.172
C 2.383 2.418 1.034 -4.03 1.68 1.22 -0.847
H 3.296 2.052 0.933 4.40 -1.15 0.24 0.466
C 1.779 2.579 -0.312 7.47 11.51 -2.52 -0.808
H 1.276 3.538 -0.349 -1.02 -0.09 0.38 0.386
C 1.155 1.618 -0.935 -5.69 -9.48 0.18 -0.227
H 1.438 0.840 -1.629 1.44 0.35 -0.31 0.255
H 0.126 1.724 -1.146 -1.16 1.14 -0.78 0.297
O 0.893 0.703 0.372 1.06 -1.35 -3.38 -0.226
H 2.621 3.066 -1.191 -1.42 -1.50 2.46 0.281
H 2.211 3.404 1.660 1.04 -2.12 -1.17 0.239
H 1.722 0.540 2.116 0.17 0.45 0.71 0.453
C -2.550 -0.576 0.979 0.52 0.11 -5.70 -1.135
N -1.288 -1.494 0.542 -4.18 1.77 0.85 -0.006
C -0.845 -2.150 1.662 4.80 -3.36 -15.74 0.834
O -0.969 -2.010 2.733 -3.11 2.56 14.24 -0.422
C 0.089 -3.199 1.122 7.86 -2.91 -1.01 -0.879
H 1.196 -3.615 1.823 -3.75 1.95 -1.43 0.165
O 0.949 -2.941 -0.222 -2.37 2.09 2.18 -0.494
C 0.295 -2.041 -1.174 8.06 -8.63 3.04 1.996
C 0.791 -2.347 -2.366 -4.34 6.42 -3.69 -1.080
C 0.074 -1.403 -3.316 5.84 -4.05 -4.08 -0.188
C -1.088 -0.776 -3.142 0.43 -0.73 2.55 -0.460
C -1.528 -0.938 -1.810 -3.93 3.82 -0.95 -0.115
C -0.788 -1.513 -0.811 -7.96 4.03 2.48 -0.380
H -2.478 -0.285 -1.657 1.58 -1.60 0.46 0.123
Cl -1.783 0.183 -4.379 -0.38 0.06 0.21 -0.219
H 0.586 -1.392 -4.382 -1.24 0.15 2.05 0.202
H 1.641 -2.896 -2.526 1.72 -1.14 -0.61 0.569
H -0.183 -4.183 0.814 -1.64 -0.47 0.36 0.386
H -3.522 -0.569 0.259 2.52 -0.67 1.50 0.256
H -2.800 -0.913 1.940 -0.23 -0.03 1.27 0.573
```
Positions in Å, forces in eV/Å.


The following is a DFT calculation (ωB97M-V with the def2-TZVPD basis set) of a molecular structure, C23H26BN5STeV in a non-equilibrium geometry.

Output
- Multiplicity: 2
- Expectation value of S²: 0.798
- Total charge: +2
- Energy above the lowest of the compared OMol25 structures with the same formula, charge and spin: 92.8 kJ/mol

Geometry as XYZ:
```
58
Properties=species:S:1:pos:R:3:forces:R:3:lowdin_spin:R:1
V -0.715 -0.308 0.351 -0.32 -1.24 -1.53 1.157
C -2.825 -3.587 2.216 0.06 -0.10 0.16 -0.001
C -2.183 -2.314 1.828 -0.02 0.41 0.26 -0.002
N -1.870 -1.996 0.621 -0.58 0.09 -0.24 -0.011
N -2.239 -2.814 -0.424 0.33 0.71 0.27 -0.008
C -2.286 -2.110 -1.517 -0.04 -0.27 -0.10 -0.002
N -2.647 -2.668 -2.666 -0.02 0.12 -0.07 -0.001
S -1.878 -0.359 -1.578 0.01 0.01 0.48 -0.071
C -1.978 -1.170 2.768 0.15 0.01 -0.74 0.003
C -2.415 -1.112 4.054 -0.12 0.13 0.63 -0.001
C -2.362 0.118 4.738 -0.12 -0.35 0.06 0.001
C -1.881 1.243 4.108 0.04 0.06 -0.05 0.000
C -1.409 1.112 2.812 -0.01 -0.42 0.00 0.008
N -1.450 -0.064 2.167 -0.20 0.61 0.67 0.005
H -3.265 -4.062 1.345 -0.01 -0.02 -0.02 0.000
H -3.588 -3.424 2.977 0.03 -0.02 -0.02 0.000
H -2.072 -4.268 2.628 -0.04 0.04 0.01 0.000
H -2.915 -3.640 -2.682 0.00 -0.01 0.00 0.000
H -2.744 -2.126 -3.508 0.02 -0.02 -0.02 0.000
H -2.824 -1.993 4.531 0.01 0.07 0.03 0.000
H -2.724 0.178 5.757 0.01 -0.03 -0.03 0.000
H -1.853 2.205 4.602 0.00 -0.03 -0.02 0.000
H -0.988 1.951 2.276 0.05 0.04 -0.02 0.003
C 1.978 1.757 3.138 -0.12 0.01 -0.07 0.000
C 2.761 1.682 1.992 0.11 -0.08 0.25 0.000
C 3.166 0.441 1.512 0.03 0.01 -0.05 0.000
C 2.759 -0.723 2.151 0.01 -0.05 0.04 0.000
C 1.956 -0.652 3.285 0.00 0.04 -0.02 0.000
C 1.577 0.589 3.783 0.05 0.02 0.01 0.000
H 1.699 2.725 3.540 0.05 -0.04 0.01 0.000
H 3.090 2.588 1.500 0.04 0.02 0.02 0.000
H 3.827 0.380 0.655 -0.02 0.00 0.00 0.000
H 3.099 -1.685 1.787 -0.01 0.03 0.01 0.000
H 1.675 -1.559 3.807 0.01 0.02 0.00 0.000
H 1.006 0.649 4.702 0.01 0.00 -0.01 0.000
C 1.269 0.757 -2.639 -0.08 0.00 -0.10 0.000
Te 0.773 1.680 -0.796 0.01 0.41 0.37 -0.052
C -0.428 3.019 -1.929 -0.02 -0.11 -0.20 -0.005
C 0.191 2.933 -3.308 -0.13 0.13 -0.01 -0.001
C -0.050 3.939 -4.240 0.01 -0.04 -0.07 0.000
C 0.465 3.828 -5.522 0.00 0.02 0.03 0.000
C 1.215 2.713 -5.879 -0.01 0.01 -0.02 0.000
C 1.472 1.720 -4.949 0.02 0.02 -0.04 0.000
C 0.969 1.835 -3.657 0.06 -0.13 -0.03 0.000
H 0.660 -0.138 -2.753 -0.03 -0.03 -0.02 -0.001
H 2.318 0.472 -2.599 0.04 0.04 -0.03 -0.001
H -0.369 4.007 -1.483 0.07 0.06 0.01 0.000
H -1.462 2.681 -1.908 -0.08 0.00 -0.03 -0.001
H -0.638 4.806 -3.965 0.02 -0.03 0.00 0.000
H 0.290 4.618 -6.241 -0.02 -0.03 0.01 0.000
H 1.612 2.625 -6.882 0.00 0.02 0.03 0.000
H 2.071 0.860 -5.226 0.00 0.05 0.03 0.000
B 2.376 -3.245 -1.066 0.31 -0.21 -0.09 -0.001
C 1.387 -2.244 -0.547 -0.04 0.09 0.11 0.011
N 0.622 -1.447 -0.123 0.77 -0.21 0.08 -0.022
H 2.580 -2.936 -2.235 -0.11 -0.07 0.30 -0.004
H 3.367 -3.134 -0.356 -0.30 0.00 -0.19 0.003
H 1.823 -4.331 -0.952 0.10 0.27 -0.06 -0.002
```
Positions in Å, forces in eV/Å.


The following is a DFT calculation (ωB97M-V with the def2-TZVPD basis set) of a molecular structure, C41H82Cl46N3O6 in a non-equilibrium geometry.

Output
- Total charge: +1

Geometry as XYZ:
```
178
Properties=species:S:1:pos:R:3:forces:R:3:mulliken_charge:R:1
C 4.619 -1.985 2.497 0.71 -0.41 0.08 -0.709
C 5.519 -2.664 1.349 -0.21 0.58 1.48 -0.208
O 5.919 -1.724 0.319 -0.20 -0.21 1.08 -0.354
C 6.570 -0.587 0.922 0.13 0.22 -0.25 0.381
C 7.628 -0.039 -0.125 0.57 -0.52 1.30 -0.851
O 7.078 0.320 -1.401 -0.44 0.44 1.20 -0.435
C 5.929 1.165 -1.277 -1.15 0.88 -0.52 0.137
C 6.178 2.477 -0.389 1.95 -0.70 -0.65 0.147
O 5.142 3.459 -0.533 -0.26 -0.54 1.28 -0.416
C 4.255 3.439 0.587 0.60 0.17 0.05 -1.146
N 3.332 2.264 0.440 -0.17 1.10 0.21 0.924
C 2.556 2.564 -0.797 -0.33 -0.76 -1.25 -0.927
C 1.137 1.782 -0.885 1.38 2.86 -0.90 -0.402
N 1.268 0.553 -0.063 0.71 0.29 0.44 0.715
N 0.208 -0.378 -0.127 -1.38 -1.17 -0.82 0.257
C 0.627 -1.713 -0.615 1.11 -3.55 -1.16 0.071
C 0.725 -2.858 0.498 -0.27 1.87 1.25 0.156
O 0.913 -2.000 -1.770 -0.65 1.76 2.39 -0.524
C -1.028 0.125 -0.755 -2.51 1.18 -2.34 0.252
C -2.096 0.900 0.142 0.51 -1.00 0.42 -0.060
O -1.274 -0.065 -1.950 0.99 0.06 3.27 -0.546
C 1.486 0.861 1.410 0.47 0.71 0.80 -1.055
C 2.477 2.098 1.640 -0.11 -0.92 0.44 0.531
C 3.313 1.726 2.969 0.01 0.66 0.64 -0.565
C 3.124 2.836 4.122 -0.23 -1.33 -0.39 -0.786
C 1.568 3.063 4.447 0.09 0.13 -1.04 0.367
O 1.235 2.836 5.838 -0.07 -0.69 -1.35 -0.543
H 3.825 -1.284 2.068 0.96 -0.99 0.55 -0.046
H 4.160 -2.825 3.109 0.28 1.08 -0.79 0.401
H 5.295 -1.421 3.223 -1.04 -0.49 -0.98 0.298
H 6.481 -3.010 1.857 -1.50 0.08 -0.73 0.125
H 4.914 -3.525 0.935 1.05 1.02 -0.06 0.367
H 7.084 -0.871 1.905 -0.33 0.27 -1.40 0.542
H 5.762 0.162 1.207 1.04 -0.60 -0.41 -0.560
H 8.393 -0.868 -0.285 -1.10 1.03 -0.07 0.448
H 8.216 0.819 0.353 -0.87 -0.91 -0.67 0.283
H 5.001 0.594 -0.928 1.29 0.54 -0.13 -0.459
H 5.674 1.513 -2.336 0.51 -0.37 1.35 0.427
H 6.397 2.223 0.704 -0.63 0.36 -1.35 0.172
H 7.165 2.924 -0.786 -1.55 -0.44 0.51 0.047
H 4.873 3.391 1.532 -0.86 -0.25 -0.82 0.413
H 3.687 4.429 0.613 0.54 -1.19 -0.28 0.361
H 2.395 3.683 -0.979 -0.06 -1.42 0.43 0.348
H 3.157 2.201 -1.692 -0.55 0.54 1.21 0.249
H 0.997 1.584 -1.998 -0.27 -0.20 1.72 0.414
H 0.375 2.529 -0.488 0.52 -1.68 -0.32 0.366
H 2.124 0.057 -0.392 -0.38 0.49 0.05 0.555
H -0.083 -3.639 0.380 1.11 0.78 -0.30 0.383
H 1.772 -3.292 0.565 -1.40 0.35 -0.59 0.090
H 0.538 -2.370 1.513 0.22 -0.66 -1.52 -0.528
H -1.828 0.873 1.245 -0.15 0.21 -1.35 0.070
H -3.089 0.341 0.052 1.58 0.71 -0.09 -0.458
H -2.285 1.951 -0.222 0.40 -1.15 0.25 0.403
H 0.478 1.104 1.857 1.04 -0.47 -0.60 -0.145
H 1.888 -0.111 1.849 -0.56 1.38 -0.55 0.244
H 1.877 3.050 1.788 0.40 -1.02 0.12 0.349
H 4.417 1.566 2.720 -1.49 0.30 0.19 0.002
H 2.967 0.751 3.437 0.22 1.03 -0.83 0.457
H 3.639 3.773 3.761 -0.60 -0.83 0.78 0.250
H 3.585 2.409 5.074 -0.37 0.90 -1.28 0.472
H 0.883 2.384 3.805 1.23 0.99 0.87 -0.464
H 1.332 4.125 4.112 -0.04 -1.18 0.92 0.234
H 0.843 1.929 5.855 0.41 1.12 0.20 0.335
C -2.587 1.453 5.155 -0.37 0.14 0.21 -0.490
Cl -1.080 0.727 4.577 0.04 -0.36 -0.07 -0.058
Cl -2.662 3.169 4.747 -0.07 -0.07 -0.03 -0.147
H -3.427 0.941 4.692 0.19 0.05 -0.07 0.320
H -2.638 1.343 6.236 0.15 0.05 -0.13 0.371
C -0.207 -4.750 3.493 -0.02 -0.23 -0.03 -0.433
Cl -0.229 -2.997 3.722 -0.20 0.06 0.36 -0.032
Cl 1.443 -5.362 3.366 0.20 0.44 0.57 -0.061
H -0.697 -5.221 4.343 0.12 0.15 -0.02 0.467
H -0.742 -4.994 2.576 0.16 0.07 0.00 -0.033
C -1.498 6.186 6.917 0.13 -0.14 0.00 0.243
Cl -1.383 7.733 6.068 0.08 -0.03 -0.07 -0.159
Cl -2.856 6.174 8.047 0.03 -0.11 0.01 -0.152
H -1.642 5.394 6.186 -0.06 0.14 0.08 -0.170
H -0.577 6.018 7.469 -0.14 0.11 -0.01 0.248
C -5.697 0.429 -1.762 -0.07 0.03 -0.44 -0.360
Cl -5.719 2.054 -2.453 0.17 -0.45 0.10 -0.033
Cl -5.376 0.471 -0.021 -0.45 -0.10 0.21 -0.144
H -6.663 -0.040 -1.929 0.09 0.15 0.13 0.372
H -4.917 -0.151 -2.250 -0.03 0.16 0.13 0.188
C -8.907 3.374 -1.601 0.11 0.15 0.13 1.340
Cl -9.784 4.823 -2.107 0.03 0.04 0.04 -0.173
Cl -9.821 1.905 -1.974 0.10 -0.16 0.00 -0.193
H -7.956 3.337 -2.124 -0.25 -0.08 -0.04 -0.701
H -8.736 3.420 -0.528 -0.14 -0.02 -0.20 -0.201
C 1.691 -7.145 -0.036 0.24 -0.12 -0.10 -0.433
Cl 1.689 -5.652 -0.982 0.38 -0.21 0.12 -0.072
Cl 0.392 -7.145 1.164 -0.34 -0.54 -0.52 -0.129
H 1.548 -7.988 -0.708 -0.10 0.15 0.06 0.345
H 2.646 -7.238 0.477 -0.15 0.10 0.02 0.307
C -3.860 -3.920 3.174 0.06 0.09 0.30 0.306
Cl -3.953 -2.331 2.401 -0.01 0.01 -0.18 -0.016
Cl -3.534 -3.774 4.906 -0.05 -0.07 0.04 -0.168
H -4.806 -4.435 3.034 0.10 0.17 0.11 0.359
H -3.060 -4.489 2.713 -0.05 0.24 0.12 -0.461
C -9.240 4.705 2.331 -0.27 0.04 0.16 0.142
Cl -7.744 3.973 1.732 0.10 -0.12 0.11 -0.162
Cl -9.330 6.416 1.903 -0.07 -0.07 0.03 -0.135
H -10.090 4.188 1.892 0.25 0.09 -0.05 -0.152
H -9.268 4.610 3.415 0.14 0.06 -0.13 0.319
C 9.100 2.339 -3.396 0.00 -0.31 0.00 1.324
Cl 8.170 3.430 -4.432 -0.06 -0.05 -0.05 -0.197
Cl 9.882 3.220 -2.075 0.02 -0.05 0.12 -0.196
H 8.428 1.594 -2.974 0.03 0.17 0.04 -0.186
H 9.866 1.849 -3.997 -0.27 0.39 0.32 -0.697
C 4.514 -6.151 6.164 -0.09 0.00 0.45 -0.362
Cl 4.462 -4.547 6.902 -0.05 -0.14 0.01 -0.127
Cl 4.747 -6.043 4.414 -2.67 -0.75 0.09 -0.124
H 5.339 -6.712 6.595 0.00 0.12 -0.12 0.329
H 3.574 -6.662 6.363 0.07 0.12 -0.14 0.322
C -4.645 5.889 -3.242 -0.11 0.17 -0.13 -0.447
Cl -6.100 5.021 -2.739 -0.03 0.53 -0.11 0.013
Cl -3.181 5.037 -2.729 0.13 0.02 -0.01 -0.146
H -4.642 5.975 -4.325 0.00 -0.14 0.16 0.185
H -4.652 6.880 -2.794 0.00 -0.18 0.03 0.328
C 12.467 0.277 -4.854 0.07 -0.04 -0.08 -0.264
Cl 10.921 0.691 -5.609 0.19 -0.21 -0.47 -0.212
Cl 12.242 -0.236 -3.178 0.02 0.01 0.02 -0.111
H 12.928 -0.535 -5.413 -0.14 0.05 0.10 0.340
H 13.112 1.149 -4.872 -0.29 -0.04 0.04 0.208
C 16.314 -0.973 -3.889 0.20 -0.10 0.13 -0.268
Cl 15.528 0.525 -4.402 0.46 0.08 0.06 -0.128
Cl 15.334 -2.385 -4.302 0.05 -0.03 0.02 -0.142
H 17.277 -1.054 -4.388 -0.19 0.03 -0.05 0.305
H 16.457 -0.945 -2.812 -0.15 0.02 -0.13 0.259
C -6.333 -2.543 -4.787 -0.09 -0.01 -0.32 -0.291
Cl -6.365 -0.918 -5.487 0.05 -0.02 0.06 -0.110
Cl -6.007 -2.483 -3.052 0.04 -0.36 -0.02 -0.115
H -7.300 -3.019 -4.945 0.28 0.49 0.14 0.127
H -5.552 -3.123 -5.274 -0.01 0.14 0.12 0.367
C -12.958 3.314 -0.673 0.07 -0.21 -0.43 0.257
Cl -14.349 4.204 -1.301 0.02 -0.07 0.00 -0.171
Cl -12.413 3.984 0.871 -0.03 -0.08 0.06 -0.181
H -13.242 2.275 -0.522 0.03 0.33 0.05 0.032
H -12.145 3.376 -1.392 -0.09 0.19 0.14 0.014
C -8.324 -5.988 -3.190 -0.12 -0.25 0.11 -0.134
Cl -7.845 -5.232 -4.716 -0.18 -0.64 -0.04 -0.154
Cl -8.625 -4.767 -1.946 -0.01 -0.14 0.09 -0.132
H -9.234 -6.563 -3.346 0.05 0.21 -0.06 0.345
H -7.524 -6.645 -2.860 -0.03 0.21 -0.03 0.097
C -0.498 -4.021 -4.055 0.03 0.19 -0.02 0.068
Cl -0.782 -5.441 -3.040 -0.31 0.11 -0.09 -0.134
Cl -0.384 -4.466 -5.762 0.00 0.09 0.00 -0.169
H -1.324 -3.324 -3.927 0.04 -0.16 -0.04 0.199
H 0.432 -3.550 -3.750 -0.06 -0.15 -0.05 0.050
C -14.590 1.415 2.700 -0.15 0.20 0.14 -0.197
Cl -14.426 0.810 1.047 -0.21 -0.16 0.10 -0.147
Cl -13.258 0.860 3.721 -0.03 0.05 0.05 -0.155
H -14.588 2.503 2.678 0.13 -0.14 -0.08 0.204
H -15.528 1.055 3.116 0.16 -0.09 -0.09 0.316
C -7.725 1.724 -7.394 -0.01 -0.14 0.02 0.032
Cl -7.233 2.492 -8.908 0.01 -0.10 -0.03 -0.168
Cl -8.017 2.927 -6.131 -0.01 -0.08 0.10 -0.097
H -8.640 1.161 -7.564 0.07 0.17 0.00 0.310
H -6.934 1.053 -7.065 -0.06 0.25 -0.11 -0.063
C 7.483 -3.887 -1.737 -0.02 0.28 -0.05 0.307
Cl 6.965 -5.338 -0.867 -0.03 0.03 0.02 -0.173
Cl 7.693 -4.213 -3.461 0.03 0.07 0.01 -0.177
H 6.730 -3.112 -1.613 0.05 -0.15 0.00 -0.161
H 8.432 -3.549 -1.324 -0.07 -0.17 -0.07 0.220
C -5.423 -5.740 0.101 -0.30 0.18 -0.12 -0.209
Cl -5.220 -6.394 -1.528 0.05 0.06 0.06 -0.170
Cl -4.066 -6.186 1.145 -0.03 -0.40 -0.28 -0.158
H -5.475 -4.654 0.040 0.10 -0.12 -0.05 0.185
H -6.343 -6.131 0.527 0.18 -0.07 -0.05 0.371
C -4.802 9.186 -5.782 -0.08 0.22 -0.13 -0.263
Cl -6.258 8.320 -5.279 -0.04 0.05 -0.03 -0.115
Cl -3.339 8.334 -5.270 0.13 0.09 -0.05 -0.141
H -4.799 9.272 -6.867 0.01 -0.14 0.14 0.277
H -4.808 10.177 -5.334 0.01 -0.18 0.05 0.272
C 7.459 -5.250 4.070 1.01 -0.09 0.01 0.394
Cl 7.532 -3.702 4.922 -0.06 0.03 0.08 -0.156
Cl 7.831 -5.054 2.352 0.11 -0.33 0.05 -0.129
H 8.182 -5.932 4.512 0.16 0.21 -0.08 0.400
H 6.457 -5.660 4.169 1.69 0.63 -0.26 -0.501
```
Positions in Å, forces in eV/Å.


DFT total energy values (in Eh) by entry order: -664.24714 -1452.05260 -2800.29129 -23395.39071.